Record 1
C20H32N2O6 | wB97M-V/def2-TZVPD

Geometry as ORCA input:
```
! RIJCOSX wB97M-V def2-TZVPD def2/J DEFGRID3
* xyz 0 1
C 4.358 6.255 -2.434
H 4.743 6.500 -3.387
H 3.297 6.112 -2.430
H 4.729 6.828 -1.688
C 4.981 4.702 -2.434
C 4.428 3.929 -3.370
H 4.726 4.359 -4.352
H 4.914 2.764 -3.126
H 3.469 3.795 -3.334
O 4.679 4.341 -0.935
C 3.473 4.188 -0.313
C 3.221 2.639 -0.426
O 4.103 1.892 -0.031
H 4.904 2.479 0.082
C 1.815 2.311 0.221
N 1.042 1.341 -0.230
C 1.641 -0.008 -0.004
C 1.476 -0.375 1.548
N 0.095 -0.728 1.929
C -0.614 0.764 1.632
C -0.236 1.057 0.064
H -0.738 0.524 -0.451
H -0.807 2.077 0.035
H -0.271 1.619 2.332
H -1.438 0.348 1.797
C -0.253 -1.165 3.195
H -0.459 -0.277 3.712
C -1.399 -2.066 3.281
O -1.883 -2.080 4.453
H -2.666 -2.820 4.450
C -1.067 -3.382 2.509
O -2.174 -3.984 1.760
C -2.745 -3.425 0.694
C -3.863 -4.034 -0.010
C -4.421 -3.618 -1.149
C -3.810 -2.626 -1.534
C -2.613 -2.109 -1.260
C -2.285 -2.154 0.072
H -1.250 -1.796 0.395
O -2.252 -0.821 -1.929
C -3.411 -0.914 -3.145
O -4.203 -1.745 -2.814
H -2.645 -1.071 -4.123
H -3.773 0.060 -3.337
H -5.149 -4.130 -1.466
H -4.397 -4.978 0.639
H -0.902 -4.067 3.086
H -0.505 -3.219 1.575
H -2.176 -1.595 2.638
H 0.714 -1.570 3.589
H 2.013 0.210 2.295
H 2.025 -1.491 1.777
H 1.317 -1.023 -0.481
H 2.686 0.113 -0.082
H 1.781 2.369 1.346
H 0.933 3.345 0.256
H 2.980 2.245 -1.577
H 3.326 4.641 0.535
H 2.663 4.672 -1.027
H 5.769 4.935 -2.155
*
```

## Properties
- Kohn-Sham gap: 8.42 eV
- Highest occupied orbital energy: -7.8 eV

Results of the natural (NBO) charge analysis, in e, for atoms 1 through 6: atom 1 (C): -0.610, atom 2 (H): 0.193, atom 3 (H): 0.201, atom 4 (H): 0.209, atom 5 (C): 0.178, atom 6 (C): -0.617


Record 2
C5H10O | wB97M-V/def2-TZVPD

Geometry as ORCA input:
```
! RIJCOSX wB97M-V def2-TZVPD def2/J DEFGRID3
* xyz 0 1
C -1.710 -0.447 0.392
C -0.831 0.403 -0.517
C 0.020 1.509 0.030
C 0.721 0.390 -0.678
C 1.727 -0.539 0.055
O 1.164 -1.827 -0.017
H -1.988 -1.403 -0.071
H -1.224 -0.652 1.352
H -2.655 0.066 0.632
H -1.371 0.656 -1.437
H 0.011 2.505 -0.395
H 0.123 1.475 1.115
H 0.971 0.534 -1.727
H 2.752 -0.685 -0.347
H 1.927 -0.227 1.103
H 0.363 -1.757 0.510
*
```

## Properties
- Kohn-Sham gap: 10.83 eV
- Highest occupied orbital energy: -9.8 eV

Results of the natural (NBO) charge analysis, in e, for atoms 1 through 6: atom 1 (C): -0.624, atom 2 (C): -0.214, atom 3 (C): -0.420, atom 4 (C): -0.251, atom 5 (C): -0.071, atom 6 (O): -0.710


Record 3
C3H6F2N2 | wB97M-V/def2-TZVPD

Geometry as ORCA input:
```
! RIJCOSX wB97M-V def2-TZVPD def2/J DEFGRID3
* xyz 0 1
C 0.333 -0.985 0.784
C -0.785 0.052 0.623
C 0.253 0.897 -1.351
N 1.501 -0.518 0.141
N -0.841 0.432 -0.756
F 1.973 0.571 1.080
F -1.599 -0.617 -1.501
H 0.424 -1.183 1.854
H 0.090 -1.810 0.266
H -1.907 -0.174 0.933
H -0.408 0.946 1.138
H 0.486 1.941 -0.896
H 0.480 0.447 -2.315
*
```

## Properties
- Kohn-Sham gap (alpha / beta): 8.27 / 8.24 eV
- Highest occupied orbital energy (alpha / beta): -8.4 / -8.4 eV

Results of the natural (NBO) charge analysis, in e, for atoms 1 through 6: atom 1 (C): -0.331, atom 2 (C): -0.261, atom 3 (C): -0.077, atom 4 (N): -0.122, atom 5 (N): 0.009, atom 6 (F): -0.376


Record 4
Cl2H4Si2 | wB97M-V/def2-TZVPD

Geometry as ORCA input:
```
! RIJCOSX wB97M-V def2-TZVPD def2/J DEFGRID3
* xyz 0 1
Si -1.831 -2.199 -0.390
Si -0.148 3.172 -2.588
Cl -1.376 2.512 -1.135
Cl 1.597 2.053 -2.613
H 0.467 4.576 -2.345
H -1.239 -1.076 0.465
H -3.264 -1.801 0.214
H -1.025 3.014 -3.788
*
```

## Properties
- Kohn-Sham gap: 7.97 eV
- Highest occupied orbital energy: -9.1 eV

Results of the natural (NBO) charge analysis, in e, for atoms 1 through 6: atom 1 (Si): 0.566, atom 2 (Si): 1.038, atom 3 (Cl): -0.359, atom 4 (Cl): -0.377, atom 5 (H): -0.145, atom 6 (H): -0.285


Record 5
C2H4N2S2 | wB97M-V/def2-TZVPD

Geometry as ORCA input:
```
! RIJCOSX wB97M-V def2-TZVPD def2/J DEFGRID3
* xyz 0 1
N 1.371 0.035 0.615
N 1.063 -0.723 -0.515
C -0.230 -0.710 -0.760
C -1.341 0.164 -0.273
S -2.775 -0.704 0.222
S -1.199 1.879 -0.196
H 0.883 -0.283 1.747
H 2.517 -0.220 0.647
H -0.693 -1.443 -1.611
H 0.403 2.006 0.124
*
```

## Properties
- Kohn-Sham gap: 7.56 eV
- Highest occupied orbital energy: -8.8 eV

Results of the natural (NBO) charge analysis, in e, for atoms 1 through 6: atom 1 (N): -0.711, atom 2 (N): -0.232, atom 3 (C): -0.028, atom 4 (C): -0.350, atom 5 (S): -0.017, atom 6 (S): 0.110


Values for relative energy (zero: lowest compared OMol25 entry of this formula, charge and spin), kcal per mole, ordered as above
485.9; 37.6; 160.2; 45.9; 119.6